24
Properties=species:S:1:pos:R:3 method="wB97M-V/def2-TZVPD" smiles="COC(=O)[C@@H](O)[C@](C)(I)C(=O)OC" max_force_ev_per_a=3.6 e_lumo_ha=0.013 homo_energy_ha=-0.3428 relative_energy_kj_mol=0.0 total_charge=0
C -1.12170 3.03786 1.02190
O -1.23699 2.28758 -0.20555
C -0.14542 1.59930 -0.44316
O 0.97434 1.82775 -0.04901
C -0.33360 0.40607 -1.42326
O 0.89833 0.00892 -1.91581
C -1.06526 -0.70145 -0.54098
C -1.05989 -1.94381 -1.34743
I -3.05187 -0.09778 0.08136
C -0.30462 -0.89144 0.66878
O -0.63905 -0.64663 1.78225
O 0.87576 -1.43378 0.33592
C 1.74322 -1.63975 1.50415
H -0.84566 2.29492 1.69363
H -2.12406 3.37115 1.20522
H -0.54092 3.97642 0.88430
H -0.96735 0.53234 -2.25836
H 1.44752 -0.25001 -1.16937
H -1.06334 -2.95816 -0.85831
H -0.04616 -1.92046 -2.00467
H -1.85549 -1.78169 -2.07446
H 1.04891 -1.76611 2.31964
H 2.15070 -0.68714 1.79908
H 2.41805 -2.33613 1.09079